Computed, not measured: a cluster of 2 separate species, FHI2OP in total in a non-equilibrium geometry, with ωB97M-V/def2-TZVPD.

Element x y z (Å)
O1 -3.59850 0.54729 -2.07061
F1 -1.04314 -2.74317 -0.40000
P1 -4.24215 0.29681 -0.82750
I1 -5.29357 2.05003 0.28844
I2 -4.27989 -1.91495 0.15651
H1 -0.72746 -2.91540 -1.21623

Properties
LUMO, eV: -7.217
HOMO-LUMO gap, eV: 8.168
HOMO, eV: -15.4
Total charge: +1
Energy relative to the best compared isomer or geometry (same formula, charge and spin), kcal per mole: 46.9